(1)
{"formula": "C5H6O", "method": "ωB97M-V/def2-TZVPD", "species": ["C", "H", "H", "H", "O", "C", "C", "C", "H", "H", "H", "C"], "xyz": [[0.6217, 0.8446, 0.3929], [-2.1015, 1.0342, 0.3917], [2.1601, -1.9075, -0.5116], [-2.2378, -0.6898, 0.8137], [0.2579, -1.2271, -0.2454], [-1.8153, 0.0202, 0.1000], [1.5933, -1.0126, -0.2727], [-0.3405, -0.0596, 0.1064], [-2.2320, -0.1877, -0.8911], [1.6524, 1.0483, -0.7215], [0.4977, 1.8616, 0.7456], [1.9442, 0.2753, 0.0917]], "forces_ev_per_angstrom": [[-0.8, -0.2, 0.7], [0.0, -0.2, 0.0], [-0.1, 0.4, -0.2], [-0.1, 0.0, -0.1], [0.1, -0.2, 0.3], [-0.2, -0.1, 0.1], [-0.2, 0.0, -0.2], [-0.2, 0.1, 0.4], [0.1, 0.0, 0.1], [2.5, -0.1, -0.3], [-0.2, -0.1, -0.3], [-0.9, 0.4, -0.7]], "smiles": "Cc1ccco1", "e_homo_ev": -8.6, "largest_force_ev_per_a": 2.492, "energy_ev": -7325.9318, "charge": 0}

---

(2)
{"formula": "C20H45InN3O11", "method": "ωB97M-V/def2-TZVPD", "species": ["H", "H", "H", "C", "H", "H", "C", "C", "O", "H", "H", "C", "H", "O", "H", "H", "H", "H", "H", "H", "C", "H", "O", "C", "N", "H", "H", "H", "O", "H", "H", "H", "H", "H", "H", "C", "H", "H", "H", "C", "C", "O", "H", "H", "H", "C", "H", "H", "In", "H", "H", "H", "H", "C", "O", "H", "O", "H", "O", "N", "H", "C", "H", "H", "N", "H", "C", "C", "C", "H", "C", "H", "C", "C", "C", "C", "O", "O", "O", "H"], "xyz": [[5.2577, -3.1384, 0.4124], [0.9646, -3.9211, -1.4266], [-1.3882, -2.0095, 0.9867], [5.4003, -1.8000, -1.3452], [-6.1836, 6.7487, -1.3578], [0.1781, -5.5560, 0.9526], [-10.3790, 3.2749, 6.5255], [10.0845, -1.6606, -3.7879], [-4.6416, 3.4038, -0.3053], [-2.7810, 3.4971, 0.6440], [-0.5086, 0.1620, -1.5838], [-5.6734, 6.1659, -2.1263], [-2.7624, -0.5752, 1.5233], [-5.5101, 4.8194, -1.6900], [-9.7361, 5.1635, 5.7434], [7.0014, -1.5383, -4.7039], [8.4260, -1.3466, -5.7362], [-6.2934, 6.1489, -3.0212], [8.0292, -0.1145, -4.4961], [5.4198, -0.5187, 0.4290], [-9.1721, 2.6595, 3.8116], [1.0238, -6.6125, -0.2970], [10.6552, -0.9657, -4.5883], [-1.5615, -0.2536, 0.0703], [-1.1726, 0.6518, -0.9836], [-8.3353, 0.2559, 3.0065], [-3.6688, 1.9883, 0.7971], [3.8522, -2.0188, 0.2926], [3.7977, -3.6751, -0.9480], [12.4127, -2.9398, -1.9815], [-10.8851, 4.3380, 4.7016], [-11.1751, 3.7115, 7.1306], [3.9447, -5.7439, 1.4944], [2.4391, -3.2879, 1.8429], [-2.0308, 0.8478, -1.4981], [12.0658, -2.1449, -2.6422], [-8.9399, 1.2654, 1.6548], [-10.7112, 2.2968, 6.1759], [6.3599, -2.3622, -1.5096], [-8.1497, 1.1397, 2.3946], [-1.1162, -3.9198, -0.5917], [10.6512, -2.3173, -2.7721], [4.9541, 0.3807, -1.0378], [-0.4774, -2.1468, -1.8237], [13.4779, -0.7141, -1.8588], [-3.7760, 3.0751, 0.7988], [12.5578, -2.2876, -3.6068], [-4.7144, 6.6202, -2.3757], [2.8006, -4.6340, 0.6732], [-0.0673, -5.3429, -1.9583], [11.8767, -0.6623, -1.0886], [-2.1990, -2.1543, -1.3129], [-7.2028, 1.0109, 1.8733], [5.6666, -0.3946, -0.6605], [4.7422, -1.5264, -2.5860], [-3.7585, 3.1928, 2.9528], [-3.9828, 5.5653, -0.1975], [4.6553, -2.3781, -3.0318], [8.7736, -1.8993, -3.7538], [-0.9059, -1.5268, 0.2309], [12.0996, 0.0192, -2.6902], [12.4043, -0.7977, -2.0350], [-9.5032, 3.1087, 7.1562], [6.7331, -0.0810, -0.7134], [-2.5334, 0.1319, 0.8230], [-1.9841, -4.4121, -1.1049], [0.8512, -5.5675, 0.0520], [-4.3764, 3.5236, 2.1171], [-4.6395, 4.6811, -0.6806], [-1.2229, -4.0565, 0.5124], [-1.1492, -2.3963, -0.9728], [-4.4647, 4.6106, 2.1658], [8.0279, -1.1785, -4.7352], [-10.0307, 4.1848, 5.3641], [0.1923, -4.6676, -1.0996], [4.5570, -2.6397, -0.3261], [-8.9098, 3.6839, 4.6270], [-8.0300, 2.2939, 3.2265], [-10.2465, 2.1460, 3.6421], [-5.3838, 3.1171, 2.2372]], "forces_ev_per_angstrom": [[-0.2, 0.8, -0.5], [-0.9, -0.5, 0.0], [0.4, 0.3, 0.1], [0.1, 0.8, 1.3], [0.2, 0.0, 0.0], [0.6, -0.3, -0.8], [0.1, -0.3, 0.0], [-0.3, -0.1, 0.2], [0.0, 0.3, -0.3], [-0.1, 0.1, -0.1], [-0.1, 0.4, 0.0], [-0.1, 0.2, -0.2], [0.1, 0.1, -0.2], [0.0, 0.1, -0.1], [0.2, -0.1, -0.2], [0.1, -0.1, 0.3], [0.1, 0.1, 0.1], [0.0, -0.2, 0.1], [0.1, 0.0, -0.1], [0.4, 0.2, -0.9], [0.3, 0.0, 0.1], [-0.3, 0.7, 0.3], [0.1, 0.0, -0.1], [-0.6, 0.0, 0.6], [-0.1, -2.2, 0.7], [-0.1, 0.1, -0.1], [-0.1, 0.3, -0.3], [0.7, 0.1, -0.6], [0.4, 0.6, 0.4], [-0.3, -0.1, 0.0], [0.1, -0.2, -0.1], [0.0, 0.0, 0.0], [-0.1, 0.1, -0.3], [0.0, -0.2, -0.3], [0.4, 0.3, 0.1], [0.5, 0.1, 0.1], [0.0, 0.0, 0.2], [-0.1, 0.1, -0.1], [-0.7, 0.6, -0.1], [0.1, -0.3, -0.3], [0.7, -0.1, -1.1], [0.0, -0.1, -0.1], [0.8, -0.7, 0.0], [-0.2, -0.3, 0.8], [0.0, -0.1, 0.0], [0.2, -0.3, 0.7], [-0.2, 0.1, 0.0], [0.0, 0.0, 0.2], [-0.3, -0.2, 0.7], [0.2, 0.8, 0.5], [0.1, -0.1, 0.0], [0.8, -0.3, 0.0], [0.0, 0.2, 0.2], [-0.1, -0.8, 0.6], [0.4, -0.4, 0.2], [0.0, -0.1, -0.1], [0.0, 0.2, -0.1], [-0.3, 0.0, 0.2], [0.2, 0.0, 0.0], [-0.5, 0.9, -1.3], [0.1, -0.1, -0.1], [-0.2, 0.2, 0.0], [0.0, 0.2, 0.0], [-0.8, 0.0, -0.2], [0.7, -0.3, -0.2], [0.6, 0.4, 0.7], [-0.2, 0.5, -0.5], [-0.2, 0.3, -0.1], [0.0, -0.5, 0.3], [0.0, 0.2, -0.8], [-1.1, -0.2, 0.0], [0.1, 0.0, 0.0], [-0.4, 0.1, -0.3], [-0.4, 0.1, 0.4], [0.2, -0.5, 0.9], [-0.7, -1.1, -0.3], [0.1, 0.1, -0.1], [-0.1, 0.1, 0.0], [-0.1, 0.0, 0.0], [0.1, -0.1, 0.0]], "e_homo_ev": -4.8, "largest_force_ev_per_a": 2.275, "energy_ev": -53635.6512, "charge": -1}

---

(3)
{"formula": "C5H11NO", "method": "ωB97M-V/def2-TZVPD", "species": ["H", "C", "H", "O", "C", "H", "H", "H", "C", "H", "H", "H", "N", "H", "H", "C", "C", "H"], "xyz": [[0.7399, 2.4470, 0.5290], [0.6685, -0.3979, 0.7800], [1.0256, 0.0576, -1.3424], [-0.4848, -2.9979, -0.7275], [-0.2355, 1.9386, 0.5855], [-2.2549, 2.7161, 0.8974], [0.1314, -1.8580, -2.5458], [-1.0280, 3.7286, 1.0817], [0.0013, -1.7512, -1.3881], [0.1830, -3.1894, -0.1583], [0.6379, -1.3144, 1.4924], [-1.5147, 0.2066, 0.9942], [-1.3373, 2.9320, 0.5545], [1.5453, 0.2089, 1.2271], [-0.8474, -1.1020, -1.2832], [1.0594, -0.8796, -0.6856], [-0.4617, 0.5838, 0.7442], [2.1721, -1.3289, -0.7551]], "forces_ev_per_angstrom": [[-0.4, -0.7, -0.2], [2.4, -0.5, 0.3], [0.4, -1.2, 0.9], [-1.4, 2.5, -3.4], [-3.0, -1.1, 0.9], [-0.1, -0.9, 0.0], [0.3, -0.3, 2.2], [0.1, 0.5, -0.1], [-1.2, -0.2, -0.5], [2.9, -1.4, 2.7], [-0.7, 1.6, -1.1], [1.5, 0.8, -0.7], [2.3, -0.7, -0.2], [-0.9, -1.1, -1.0], [-0.8, 0.3, -0.4], [1.9, -0.1, -0.6], [-1.0, 1.6, 0.8], [-2.4, 0.9, 0.3]], "smiles": "N/C=C/CCCO", "e_homo_ev": -8.4, "largest_force_ev_per_a": 4.426, "energy_ev": -8898.7225, "charge": 0}

---

(4)
{"formula": "C23H46NO11P", "method": "ωB97M-V/def2-TZVPD", "species": ["H", "C", "O", "H", "C", "O", "H", "C", "O", "H", "C", "H", "P", "H", "C", "H", "H", "H", "H", "O", "O", "H", "H", "C", "H", "C", "C", "C", "C", "H", "C", "H", "O", "H", "C", "C", "H", "H", "C", "H", "N", "H", "H", "H", "H", "C", "H", "H", "H", "C", "C", "C", "O", "H", "H", "H", "H", "H", "O", "O", "H", "H", "H", "H", "H", "C", "O", "C", "C", "C", "H", "H", "O", "H", "H", "H", "H", "H", "H", "H", "H", "C"], "xyz": [[3.7999, -2.7601, 1.5891], [6.2668, -1.6643, 3.7974], [-2.5420, 2.8682, -1.6480], [-4.9096, 6.0043, 5.0973], [-0.2041, 0.4681, -1.6353], [3.1718, 2.7276, -4.5292], [1.9034, 2.9327, -0.9144], [0.8437, 0.7589, 0.5573], [1.9183, -1.5285, -3.3612], [-1.3751, -6.9538, -3.2107], [2.2250, 2.4471, -3.8324], [-0.8839, -4.1972, 1.1340], [2.5428, -0.1895, -3.9675], [-4.0475, 4.4495, 5.1160], [4.8311, -2.5313, 1.8443], [0.8497, 0.1508, 1.4581], [-1.8393, -9.5719, -1.4123], [-0.6527, -0.3500, -2.1946], [5.2008, -1.7620, 1.1643], [-5.0425, 4.8787, 2.2338], [3.9131, -1.9429, 3.9574], [-4.4541, 5.1762, -0.9407], [-7.1770, 4.7382, 4.4501], [0.4200, 2.8817, -2.5473], [6.6944, -0.8613, 3.1952], [2.0176, 1.1803, -2.8971], [0.9393, 4.9743, 0.4424], [-3.2314, 3.1489, 0.6079], [-4.3862, 5.2707, 4.4827], [0.3457, 5.8738, 0.5624], [1.1833, -3.7099, 0.8839], [-1.0326, 1.0334, -1.2312], [1.7368, -2.6622, 0.6431], [-7.1333, 3.7279, 2.9929], [-6.5653, 4.0537, 3.8609], [-0.6554, -7.1992, -2.4287], [-4.2847, 3.2252, 0.8584], [-0.0719, -8.0671, -2.7390], [-1.3780, -7.4969, -1.1365], [5.4370, -3.4335, 1.7369], [0.6143, -0.1041, -0.5903], [0.0141, -6.3543, -2.2881], [0.0883, 1.1407, -3.6279], [-3.1418, -8.4576, -1.8846], [1.7618, 4.3798, -1.8894], [1.1883, 3.5770, -1.4311], [0.0989, -4.3766, 2.6044], [-2.8156, 5.7128, -0.5094], [0.9923, 4.4975, 1.4204], [-3.0091, 3.6056, -0.8068], [4.9007, -2.0369, 3.2689], [-0.0697, -3.7645, 1.7172], [3.9890, -0.2528, -4.1501], [2.7175, 1.3714, -2.0934], [0.0509, 1.4895, 0.6760], [-2.8040, -8.7538, -0.1685], [0.9639, -0.4444, -5.3755], [1.7913, 1.3030, 0.5251], [-1.1858, -6.8473, -0.1355], [1.7812, 0.0685, -5.3455], [1.4728, -0.4914, -0.9416], [0.9564, -5.4958, -0.2655], [-6.3142, 3.1838, 4.4695], [-3.1802, 5.2289, -2.1781], [-3.5222, 5.7446, 4.0232], [-5.3053, 4.7480, 3.4066], [1.1076, 3.2454, -3.7701], [1.7097, -5.0240, 0.3646], [-3.3907, 5.0252, -1.1304], [0.5235, 1.3632, -2.6552], [-0.6231, 3.1686, -2.5062], [-0.3417, -2.7574, 2.0243], [0.2908, 4.1295, -0.4833], [6.9300, -2.5298, 3.7621], [6.1776, -1.3269, 4.8273], [1.9516, 5.2143, 0.1353], [2.6129, -4.8505, -0.2183], [-2.6514, 3.7685, 1.2912], [-2.9126, 2.1119, 0.7080], [2.6172, -1.9652, -2.8649], [1.9461, -5.6867, 1.1982], [-2.3552, -8.6464, -1.1528]], "forces_ev_per_angstrom": [[0.0, 0.1, 0.0], [-0.1, 0.1, 0.2], [-0.2, 0.0, 0.0], [0.0, -0.1, 0.1], [0.8, -0.2, -0.4], [-1.3, -0.5, 1.1], [0.0, -0.2, 0.0], [0.3, -0.4, 0.2], [-0.6, 0.1, -0.1], [0.0, -0.1, -0.1], [0.8, 0.6, -1.0], [0.0, -0.2, 0.1], [1.3, 0.7, 0.0], [-0.1, 0.0, 0.1], [-0.2, -0.1, 0.1], [0.1, -0.1, 0.2], [0.0, 0.0, -0.1], [0.0, -0.2, -0.1], [0.1, -0.1, 0.0], [-0.1, 0.1, 0.0], [-0.1, 0.0, 0.1], [0.0, 0.1, 0.2], [0.0, -0.1, 0.1], [0.3, -0.6, 0.1], [0.1, -0.1, -0.1], [0.0, 1.2, -2.0], [-0.3, -0.3, 0.4], [0.3, -0.5, -0.2], [0.1, 0.1, -0.2], [0.0, 0.3, -0.1], [-0.1, 0.0, 0.1], [-0.2, 0.1, 0.3], [0.1, 0.0, -0.1], [0.0, 0.0, 0.0], [0.0, 0.0, -0.2], [0.1, 0.2, 0.2], [0.0, 0.2, 0.1], [-0.1, 0.0, -0.1], [0.0, -0.1, 0.0], [0.1, 0.1, -0.1], [-0.8, 0.6, 0.4], [0.0, 0.0, 0.0], [-0.4, 0.1, -0.1], [0.1, -0.1, -0.1], [0.1, 0.2, -0.1], [-0.3, 0.2, 0.5], [-0.1, -0.1, -0.1], [-0.1, 0.0, 0.1], [0.1, -0.2, 0.1], [0.1, 0.0, 0.0], [0.1, 0.0, -0.1], [0.0, 0.3, 0.0], [0.2, -0.2, 0.3], [0.0, -0.5, 0.5], [-0.2, 0.1, -0.2], [0.0, 0.0, 0.0], [-0.1, 0.1, -0.3], [0.1, 0.1, 0.0], [0.0, 0.1, 0.0], [-0.6, -0.6, 0.5], [0.0, -0.2, 0.0], [-0.1, -0.1, 0.2], [0.0, 0.1, 0.1], [0.0, 0.0, 0.0], [0.0, 0.0, 0.0], [0.0, 0.0, 0.1], [0.5, -0.1, 0.1], [0.2, 0.2, -0.2], [0.1, -0.1, -0.3], [-0.1, -0.5, 0.6], [0.0, 0.5, -0.5], [0.0, 0.0, 0.0], [-0.1, -0.1, -0.3], [0.1, 0.0, -0.1], [0.0, 0.0, 0.0], [0.2, 0.2, -0.1], [0.0, 0.0, 0.0], [-0.1, 0.1, 0.1], [0.0, 0.0, 0.0], [0.1, -0.3, 0.1], [-0.1, -0.1, 0.0], [0.0, 0.1, 0.2]], "smiles": "CNC[C@H]1[C@@H](COC)OC(=O)[C@@H]1P(=O)(O)O.CC(C)=O.CC(C)=O.CC(C)=O.CC(C)=O.CC(C)=O", "e_homo_ev": -8.2, "largest_force_ev_per_a": 2.275, "energy_ev": -57899.7629, "charge": 0}

---

(5)
{"formula": "C16H25N2O7PV", "method": "ωB97M-V/def2-TZVPD", "species": ["H", "C", "C", "H", "H", "H", "C", "H", "C", "O", "H", "H", "H", "H", "H", "P", "C", "O", "H", "H", "H", "C", "C", "N", "H", "H", "C", "O", "V", "C", "O", "H", "C", "H", "H", "H", "H", "O", "N", "C", "H", "C", "C", "C", "H", "H", "H", "O", "C", "O", "C", "H"], "xyz": [[-3.1414, 1.1854, 2.2418], [-4.2121, 0.6031, 0.4664], [-4.8272, -1.6771, 1.9016], [-1.8676, -0.5547, -1.2044], [2.0828, 1.0349, -0.8064], [2.1489, -0.8250, -2.6257], [-1.5639, 0.0499, -2.0559], [-5.0761, -2.5949, 2.4095], [-4.0362, -0.7241, 2.4978], [5.6550, 3.1468, 0.1568], [-1.9471, -0.4220, -2.9562], [3.5688, 0.5075, -1.5110], [1.6903, -4.3681, 0.1788], [4.1130, 1.8246, 1.6662], [5.1980, -0.0090, -0.2332], [2.6463, -2.6090, -1.1645], [-0.0370, 0.0705, -2.2225], [-4.4245, 1.5411, -2.4022], [2.7989, -0.9161, 0.9007], [5.0394, -0.8899, 1.2655], [-5.4222, -0.2789, -1.1288], [1.6686, -3.2828, 0.2362], [-5.0258, -0.3661, -0.1331], [3.2199, -0.0950, 0.4997], [-2.9418, 2.0336, 0.2226], [7.3635, 0.8850, 1.0436], [-5.3218, -1.4885, 0.6035], [-2.8993, 2.5035, 4.0637], [-4.2677, 3.3885, 3.6940], [-2.1039, 1.4871, -2.0476], [-5.4497, 4.5169, 3.7695], [2.1308, -2.9873, 1.1727], [5.9726, 2.1521, 0.7239], [2.4166, -4.4403, -2.3057], [0.3154, 1.0908, -2.0358], [-5.9576, -2.2296, 0.1454], [-2.0895, 1.8544, -3.0684], [2.2261, -3.5126, -2.4747], [-3.8350, 1.7782, -0.1965], [2.7661, 0.1828, -0.8560], [0.6283, -2.9626, 0.1924], [4.6557, -0.0378, 0.7120], [5.0244, 1.2731, 1.4876], [-3.7373, 0.4238, 1.7802], [-3.6627, -0.9000, 3.4928], [-1.4545, 2.1609, -1.4871], [0.2088, -0.1350, -3.2680], [7.2781, 1.7892, 0.7202], [-3.5392, 1.5834, -1.6156], [0.5704, -0.8427, -1.3481], [1.9858, -0.9361, -1.5472], [5.4688, 1.0184, 2.4496]], "forces_ev_per_angstrom": [[0.7, 0.2, 0.0], [-0.6, 0.5, -0.4], [-0.1, -0.4, 0.0], [0.1, 0.1, 0.2], [-0.1, 0.1, -0.2], [0.2, -0.1, -0.1], [0.4, 0.1, -0.5], [0.0, -0.1, 0.2], [-0.3, -0.3, -0.1], [-0.4, 0.7, -0.4], [-0.4, -0.3, 0.1], [0.4, -0.1, 0.2], [0.1, -0.1, 0.0], [-0.1, 0.1, 0.0], [-0.1, -0.3, -0.2], [2.0, -0.3, 0.6], [-0.3, 0.5, 0.1], [-0.9, -0.4, -0.3], [0.0, 0.0, 0.0], [-0.2, -0.2, 0.0], [0.0, 0.3, -0.1], [-0.6, 0.4, -0.6], [0.0, -0.4, 0.4], [0.4, -0.3, -0.3], [-0.2, 0.5, 0.1], [0.2, 0.0, 0.2], [0.0, 0.2, -0.3], [-1.2, 2.0, 0.9], [-0.8, -1.9, -2.5], [0.1, 0.2, 0.2], [1.9, -0.5, 1.3], [0.0, 0.1, 0.1], [0.2, 0.0, 0.3], [0.1, -0.1, -0.1], [0.2, 0.0, 0.1], [0.0, -0.2, 0.1], [0.0, 0.1, -0.1], [-0.9, 0.4, 0.0], [1.7, -1.0, 0.0], [-0.8, 0.1, 0.3], [-0.1, 0.0, 0.1], [0.2, 0.9, 0.4], [0.2, -0.6, 0.0], [-0.4, 0.2, 0.6], [0.1, 0.2, 0.1], [0.0, -0.1, 0.4], [0.2, -0.3, 0.0], [0.0, -0.4, -0.1], [-0.1, 0.7, -0.4], [0.0, -0.2, 0.2], [-0.7, -0.2, -0.6], [0.0, 0.1, 0.1]], "e_homo_ev": -10.2, "largest_force_ev_per_a": 3.204, "energy_ev": -69272.7256, "charge": 1}

---

(6)
{"formula": "C3H12O2S2", "method": "ωB97M-V/def2-TZVPD", "species": ["C", "H", "S", "H", "C", "H", "C", "O", "S", "O", "H", "H", "H", "H", "H", "H", "H", "H", "H"], "xyz": [[1.9783, -0.1286, -1.7931], [-1.2439, -2.8861, 0.2360], [0.2003, -0.0415, -1.4549], [2.4371, -0.5863, -0.9261], [-0.8796, 1.3871, 0.9956], [2.3933, 0.8676, -1.9601], [-0.1079, 1.3119, 2.3098], [-2.1699, -2.9704, 0.4989], [0.1061, 1.8030, -0.4803], [0.5037, -2.0588, 1.1490], [1.1488, -1.3600, 1.0379], [-1.3966, 0.4745, 0.7017], [-2.6339, -3.2700, -0.2854], [0.4886, 0.4130, 2.4280], [0.5253, 2.1776, 2.4080], [-0.8815, 1.3615, 3.0820], [-1.7103, 2.0861, 1.0925], [-0.2657, -1.5751, 1.4757], [2.1829, -0.6235, -2.7327]], "forces_ev_per_angstrom": [[0.0, 0.6, 0.3], [0.0, -0.1, 0.0], [-0.1, 0.6, -0.4], [0.5, -0.2, -0.2], [0.0, -0.4, -0.3], [-0.2, 0.0, 0.3], [-1.0, 0.0, -0.3], [0.1, 0.1, 0.1], [-0.2, -0.1, -0.1], [-0.3, -0.1, 0.3], [0.3, 0.1, -0.2], [0.1, -0.3, 0.3], [0.0, 0.0, -0.1], [0.1, -0.1, 0.0], [0.3, 0.3, 0.1], [0.4, -0.2, 0.3], [0.3, 0.4, -0.2], [-0.1, -0.2, 0.0], [-0.2, -0.6, 0.0]], "smiles": "CCSSC.O.O", "e_homo_ev": -8.3, "largest_force_ev_per_a": 1.015, "energy_ev": -29070.9403, "charge": 0}

---

Number 1: gap between HOMO and LUMO 9.40 eV. Number 2: gap between HOMO and LUMO 6.84 eV. Number 3: gap between HOMO and LUMO 9.39 eV. Number 4: gap between HOMO and LUMO 8.66 eV. Number 5: gap between HOMO and LUMO 1.48 eV. Number 6: gap between HOMO and LUMO 8.86 eV.